[1]
# C5H4NO

A gas-phase ion, C5H4NO (charge +1) (the ωB97M-V functional and the def2-TZVPD basis, the OMol25 dataset).

Geometry as XYZ:
```
11
C5H4NO (the ωB97M-V functional and the def2-TZVPD basis)
C 3.27604 1.52447 -0.40040
C -0.02219 0.41902 0.21929
C 0.83559 1.48096 0.32360
C 1.74778 -1.52648 0.01851
C 0.47013 -1.03491 -0.28345
N 2.16232 1.55186 -0.08547
O 2.65986 -2.09422 0.32916
H -1.12061 0.34481 0.23413
H 0.41727 2.44622 0.75718
H -0.40337 -1.71046 -0.16750
H 0.38920 -0.95725 -1.40488
```

As for the HOMO-LUMO gap: 0.334 Eh. The LUMO energy comes out at -5.98 eV. Its energy above the lowest of the compared OMol25 structures with the same formula, charge and spin is 128.4 kJ/mol. Its charge is +1.

[2]
# C5H4NO3

A gas-phase ion, C5H4NO3 (charge -1) (the ωB97M-V functional and the def2-TZVPD basis, the OMol25 dataset).

Geometry as XYZ:
```
13
C5H4NO3 (the ωB97M-V functional and the def2-TZVPD basis)
O -0.44936 -3.12575 -0.65869
C -0.04776 -2.21225 0.00129
N -0.82856 -1.22034 0.45480
C -0.39408 0.14292 0.65921
C -0.24188 0.62680 -0.69073
C -1.61795 -0.19905 -0.14658
C -3.01118 0.37175 0.02094
O -3.63796 0.00460 1.00642
O -3.36181 1.15075 -0.87173
H 0.83726 -2.15471 0.67738
H -0.33186 0.70302 1.59325
H -0.34530 1.66936 -0.67942
H 0.52131 0.29793 -1.47096
```

As for the HOMO-LUMO gap: 0.300 Eh. The LUMO energy comes out at 3.71 eV. Its energy above the lowest of the compared OMol25 structures with the same formula, charge and spin is 305.2 kJ/mol. The SMILES is O=CN1[C@H]2C[C@@]21C(=O)[O-]. Its charge is -1.

[3]
# C5H4NO5S

A gas-phase ion, C5H4NO5S (charge -1) (the ωB97M-V functional and the def2-TZVPD basis, the OMol25 dataset).

Geometry as XYZ:
```
16
C5H4NO5S (the ωB97M-V functional and the def2-TZVPD basis)
C 2.18627 -0.54535 -0.00226
C 1.88786 0.81649 0.01046
C 1.26335 -1.55202 0.00426
C 0.59437 1.30203 0.01865
C -0.53511 -0.07656 0.01693
N -0.09037 -1.30569 0.01407
O -0.90197 -2.27845 0.01804
O -2.42245 1.68268 -0.01963
O -2.84431 -0.38627 -1.24895
O -2.88959 -0.37376 1.21224
O 0.10244 2.42882 0.01854
S -2.28469 0.07770 -0.01033
H 3.22924 -0.83400 -0.02800
H 2.70030 1.53134 0.01618
H 1.53460 -2.59583 -0.00003
H -1.52995 2.10889 -0.02018
```

As for the HOMO-LUMO gap: 0.298 Eh. The LUMO energy comes out at 3.58 eV. Its charge is -1.